Entry 1:
3 unconnected molecules or ions with the total composition C3H12O3S in a non-equilibrium geometry. Source: OMol25; level of theory: ωB97M-V/def2-TZVPD.

Geometry (Å):
O1 -1.136 1.752 -0.789
C1 -0.110 1.324 0.107
C2 0.977 0.513 -0.561
C3 1.944 -0.128 0.458
S1 3.647 -0.411 -0.309
H1 -1.756 1.013 -0.895
H2 0.291 2.180 0.645
H3 -0.604 0.680 0.844
H4 0.502 -0.362 -1.017
H5 1.607 0.973 -1.320
H6 1.654 -1.139 0.721
H7 2.083 0.501 1.337
H8 3.111 -1.233 -1.238
O2 -1.885 -1.411 -1.493
H9 -2.497 -1.064 -2.164
H10 -2.438 -1.362 -0.703
O3 -1.695 -0.935 1.902
H11 -1.156 -0.409 2.503
H12 -2.538 -0.484 1.973

Values from the calculation:
Frontier orbital gap   9.1040 eV
Total charge   0
SMILES   OCCCS.O.O
HOMO level   -0.32644 hartree
Relative energy (zero: lowest compared OMol25 entry of this formula, charge and spin)   16.9 kcal/mol
E_tot   -745.37370 hartree

Entry 2:
4 unconnected molecules or ions with the total composition C3H12O4 in a non-equilibrium geometry. Source: OMol25; level of theory: ωB97M-V/def2-TZVPD.

Geometry (Å):
C1 3.894 -0.534 0.782
C2 2.486 -0.406 0.238
C3 2.162 -0.445 -1.097
O1 0.975 0.054 -1.608
H1 3.847 -0.668 1.916
H2 4.217 -1.499 0.420
H3 4.635 0.173 0.336
H4 1.573 -0.626 0.970
H5 2.812 -0.771 -1.874
H6 1.290 0.681 -2.212
O2 -1.630 2.399 0.719
H7 -2.171 1.680 1.061
H8 -2.191 3.192 0.921
O3 -1.727 -0.710 0.464
H9 -1.023 -0.776 -0.210
H10 -1.243 -0.975 1.219
O4 -4.495 -0.556 0.062
H11 -3.492 -0.431 0.033
H12 -4.492 -1.169 0.790

Values from the calculation:
Frontier orbital gap   9.4708 eV
Total charge   0
SMILES   C/C=C/O.O.O.O
HOMO level   -0.32687 hartree
Relative energy (zero: lowest compared OMol25 entry of this formula, charge and spin)   51.7 kcal/mol
E_tot   -422.37908 hartree

Entry 3:
4 unconnected molecules or ions with the total composition C3H12O4 in a non-equilibrium geometry. Source: OMol25; level of theory: ωB97M-V/def2-TZVPD.

Geometry (Å):
C1 -0.927 1.093 1.857
C2 0.576 1.069 1.826
C3 1.141 -0.226 1.055
O1 1.865 -0.109 0.098
H1 -1.497 1.040 2.868
H2 -1.272 0.326 1.292
H3 -1.276 1.977 1.312
H4 0.997 1.956 1.431
H5 0.904 0.875 2.962
H6 0.434 -1.094 1.338
O2 -3.060 0.785 -1.564
H7 -2.234 1.063 -2.041
H8 -3.442 1.633 -1.176
O3 1.816 -3.444 -1.081
H9 1.943 -4.153 -1.748
H10 1.426 -3.846 -0.288
O4 0.677 0.687 -2.605
H11 1.107 0.528 -3.426
H12 0.822 -0.162 -2.108

Values from the calculation:
Frontier orbital gap   10.3225 eV
Total charge   0
SMILES   CCC=O.O.O.O
HOMO level   -0.35473 hartree
Relative energy (zero: lowest compared OMol25 entry of this formula, charge and spin)   40.0 kcal/mol
E_tot   -422.39778 hartree

Entry 4:
A molecular structure, C3H12Si4 in a non-equilibrium geometry. Source: OMol25; level of theory: ωB97M-V/def2-TZVPD.

Geometry (Å):
C1 -0.010 -0.151 0.070
C2 -1.279 0.192 0.387
C3 1.282 -0.417 -0.206
Si1 1.677 -2.291 -0.244
Si2 -1.086 0.623 2.297
Si3 -2.593 0.367 -1.259
Si4 1.628 1.339 -0.963
H1 3.123 -2.658 -0.052
H2 1.118 -3.380 -1.150
H3 0.844 -2.538 1.100
H4 -0.512 -0.594 3.120
H5 -2.157 1.416 2.886
H6 0.309 1.217 1.984
H7 -3.895 -0.156 -1.356
H8 -2.439 1.973 -1.270
H9 -1.677 -0.346 -2.086
H10 0.700 1.786 -2.025
H11 3.161 1.065 -1.387
H12 1.806 2.553 0.154

Values from the calculation:
Frontier orbital gap   9.0625 eV
Total charge   0
HOMO level   -0.32474 hartree
Relative energy (zero: lowest compared OMol25 entry of this formula, charge and spin)   44.1 kcal/mol
E_tot   -1279.24006 hartree

- Which formula does entry 4 have?
  C3H12Si4

- What is the formula in the first record?
  C3H12O3S

- Look up the HOMO level of the fourth one.
  -0.32474 hartree